No. 1
This record from OMol25 describes C41H39IrN6PS2 as an isolated structure in a non-equilibrium geometry. The level of theory is the ωB97M-V functional and the def2-TZVPD basis.

As for the total charge: +1. The total energy comes out at -85885.88961 eV. The calculation puts the LUMO energy (spin up / spin down) at -3.84 / -3.84 eV.

Geometry (Å):
Ir -0.0159 0.0421 -0.2081
S 4.3069 -6.1112 -0.2356
N 2.8836 -5.8216 -0.9585
C 2.5213 -4.5750 -0.6994
C 1.3093 -3.9397 -1.1064
C 0.3154 -4.5707 -1.8286
C -0.8455 -3.8696 -2.1471
C -0.9703 -2.5615 -1.7229
N -0.0339 -1.9260 -1.0296
C 1.1324 -2.5787 -0.7118
C 2.1148 -1.8649 -0.0025
N 1.8942 -0.5257 0.2571
C 2.8257 0.1334 0.9431
C 3.9900 -0.4360 1.4278
C 4.2356 -1.7870 1.1907
C 3.3067 -2.5049 0.4590
C 3.4766 -3.8812 0.1050
N 4.5107 -4.6433 0.4241
H 0.4507 -5.5955 -2.1267
H -1.6423 -4.3409 -2.6969
H -1.8772 -2.0125 -1.9274
H 2.6399 1.1857 1.1221
H 4.6918 0.1650 1.9831
H 5.1314 -2.2702 1.5510
C -0.7950 -2.5284 2.0708
C -0.4640 -1.3319 2.8956
C -0.3954 -1.4432 4.2945
C -0.0467 -0.3537 5.0476
C 0.2041 0.8768 4.4081
C 0.5576 2.0343 5.1285
C 0.7562 3.2278 4.4719
C 0.6126 3.2882 3.0930
C 0.3073 2.1567 2.3417
S 0.2745 2.3233 0.6254
C 0.0842 0.9134 2.9909
N -0.2268 -0.1872 2.2760
H -1.5921 -3.1084 2.5287
H 0.0810 -3.1731 1.9839
H -1.0951 -2.2220 1.0720
H -0.6143 -2.3913 4.7586
H 0.0476 -0.4211 6.1205
H 0.6629 1.9646 6.2026
H 1.0341 4.1153 5.0191
H 0.7589 4.2187 2.5679
N -1.8222 0.3185 -0.5483
C -3.0421 0.4301 -0.8155
C -3.6557 1.7386 -1.0960
C -2.8216 2.8614 -1.1203
C -3.3301 4.1089 -1.4082
C -4.6834 4.2572 -1.6743
C -5.5206 3.1535 -1.6297
C -5.0190 1.8976 -1.3392
C -3.8454 -0.8229 -0.9591
C -3.9591 -1.7360 0.0827
C -4.5608 -2.9651 -0.1346
C -5.0345 -3.2950 -1.3951
C -4.9254 -2.3839 -2.4337
C -4.3383 -1.1489 -2.2198
H -1.7675 2.7268 -0.9231
H -2.6677 4.9602 -1.4260
H -5.0848 5.2311 -1.9083
H -6.5758 3.2780 -1.8186
H -5.6855 1.0488 -1.2995
H -3.5888 -1.4718 1.0618
H -4.6477 -3.6720 0.6792
H -5.5002 -4.2541 -1.5677
H -5.2938 -2.6345 -3.4171
H -4.2506 -0.4394 -3.0292
C 3.0098 1.8902 -3.8588
C 2.3402 1.2339 -2.6567
P 0.5925 0.6454 -2.8593
C -0.1336 2.0019 -3.8995
C -1.6363 1.9148 -4.1363
C 0.8460 -0.7485 -4.0667
C -0.3751 -1.1393 -4.8883
H 4.0548 2.0824 -3.6246
H 2.5435 2.8400 -4.1030
H 2.9791 1.2572 -4.7411
H 2.3345 1.9378 -1.8212
H 2.9167 0.3591 -2.3417
H 0.3941 2.0146 -4.8561
H 0.0945 2.9279 -3.3647
H -1.8911 1.1284 -4.8390
H -1.9950 2.8554 -4.5492
H -2.1653 1.7194 -3.2098
H 1.1900 -1.6088 -3.4869
H 1.6559 -0.4614 -4.7417
H -0.1673 -2.0566 -5.4333
H -0.6128 -0.3766 -5.6236
H -1.2433 -1.3104 -4.2571

Results of the Löwdin charge analysis, in e, for atoms 1 through 8: 1.056, 1.065, -0.210, -0.299, -0.079, 0.040, 0.010, -0.112


No. 2
This record from OMol25 describes C41H40AsF5MnN6O5S as an isolated structure in a non-equilibrium geometry. The level of theory is the ωB97M-V functional and the def2-TZVPD basis.

Its spin multiplicity is 2. The total energy comes out at -178921.27078 eV. The calculation puts the LUMO energy (spin up / spin down) at -1.98 / -1.99 eV.

Geometry (Å):
Mn -0.0064 -0.6383 -1.0441
O -3.3711 -1.4095 -3.2418
C -2.3266 -1.0442 -2.8141
N -1.2782 -0.6251 -2.4414
N 2.1004 -1.9628 -2.6729
C 1.2844 -1.3458 -2.0558
H 2.5077 -2.0418 -3.5851
C 1.3175 -5.2079 -3.1906
C 1.3866 -5.2694 -1.7088
C 0.9173 -6.3048 -0.9401
C 0.9906 -6.1795 0.4577
N 1.6004 -5.1482 1.0282
C 2.0809 -4.1841 0.2719
S 2.9634 -2.8720 0.9324
N 1.9622 -4.2234 -1.0845
C 0.3978 -7.2125 1.3530
H 0.9943 -6.1568 -3.6071
H 2.2868 -4.9318 -3.6045
H 0.5964 -4.4323 -3.4532
H 0.4548 -7.1668 -1.3945
H 2.1430 -3.3602 -1.6129
H 1.0384 -8.0955 1.3715
H -0.5862 -7.5124 0.9965
H 0.3243 -6.8209 2.3632
C 2.3731 8.0944 0.5969
C 2.1134 6.6252 0.4297
C 0.8466 6.1336 0.1672
C 0.6003 4.7702 0.0408
C -0.7981 4.3390 -0.2968
C 1.6434 3.8549 0.2100
As 1.3768 1.8788 0.4012
N 0.6884 1.2068 -1.2248
C 1.0155 1.8820 -2.3963
C 0.2451 1.7083 -3.5638
C 0.5353 2.3884 -4.7315
C 1.5846 3.2951 -4.7893
C 2.3750 3.4625 -3.6640
C 2.1138 2.7572 -2.5029
C -0.1127 2.0046 1.7212
C 0.2860 2.4632 2.9901
C 1.6808 2.9514 3.2828
C -0.6365 2.5347 4.0276
C -1.9647 2.1838 3.8546
C -2.9642 2.3066 4.9687
C -2.3504 1.7269 2.6039
C -1.4526 1.6278 1.5456
C -2.0064 1.0863 0.2543
C 2.9423 4.3451 0.4288
C 4.1583 3.4596 0.5555
C 3.1556 5.7136 0.5247
H 1.4514 8.6697 0.5433
H 3.0479 8.4538 -0.1806
H 2.8440 8.2860 1.5613
H 0.0177 6.8226 0.0581
H -1.3240 5.1382 -0.8180
H -1.3586 4.1029 0.6094
H -0.7826 3.4662 -0.9476
H -0.5789 1.0132 -3.5405
H -0.0766 2.2158 -5.6075
H 1.8004 3.8411 -5.6974
H 3.2199 4.1392 -3.6881
H 2.7998 2.8525 -1.6758
H 2.4210 2.4297 2.6770
H 1.9143 2.8055 4.3370
H 1.7518 4.0190 3.0635
H -0.3044 2.8855 4.9981
H -2.5793 2.9358 5.7693
H -3.1921 1.3242 5.3856
H -3.8939 2.7333 4.5931
H -3.3818 1.4321 2.4422
H -3.0854 1.2385 0.2048
H -1.8494 -0.0014 0.2162
H -1.5732 1.5558 -0.6260
H 3.9653 2.4418 0.2194
H 4.4819 3.4163 1.5976
H 4.9778 3.8744 -0.0317
H 4.1625 6.0793 0.6914
O -0.3883 -3.9356 -1.6485
C -1.1921 -3.3259 -0.9380
O -0.9622 -2.1881 -0.4047
C -2.5681 -3.8925 -0.6959
C -3.4875 -3.2313 0.1118
C -4.7876 -3.6906 0.2017
C -5.1552 -4.8232 -0.5118
C -4.2450 -5.5047 -1.3077
C -2.9504 -5.0332 -1.3957
N -6.5244 -5.3069 -0.4196
O -7.2905 -4.6985 0.3026
O -6.8236 -6.2939 -1.0644
H -3.1782 -2.3523 0.6597
H -5.5273 -3.1843 0.8040
H -4.5703 -6.3793 -1.8509
H -2.2170 -5.5226 -2.0205
F 0.3528 -2.6941 1.9313
C 1.3486 -1.8450 1.7839
F 0.9150 -0.8970 0.9016
C 1.7002 -1.1726 3.1045
F 2.2612 -2.0230 3.9579
F 2.5568 -0.1767 2.8838
F 0.6304 -0.6538 3.7036

Results of the Löwdin charge analysis, in e, for atoms 1 through 8: 0.515, 0.063, -0.464, 0.035, 0.130, -0.097, 0.106, 0.010


No. 3
This record from OMol25 describes a 5-piece molecular cluster, C41H40BrFN4O12 overall in a non-equilibrium geometry. The level of theory is the ωB97M-V functional and the def2-TZVPD basis.

The total energy comes out at -146443.19491 eV. The calculation puts the LUMO energy at -0.65 eV. Its SMILES is CC[C@@H](F)[C@@]1(C[C@H](C)Br)OC(=O)O[C@H]1CC(=O)c1ccccc1.O=[N+]([O-])c1ccccc1.O=[N+]([O-])c1ccccc1.O=[N+]([O-])c1ccccc1.O=[N+]([O-])c1ccccc1.

Geometry (Å):
C 2.7589 -1.2576 0.6078
C 1.4099 -0.4166 0.4881
C 1.5661 0.6241 -0.6984
F 2.9278 0.6461 -1.0669
C 0.5608 0.4513 -1.8885
C 1.2656 1.0146 -3.2243
C 1.8195 -0.0829 -4.1986
C 0.7072 -0.7330 -5.1345
Br 2.8971 -1.5174 -3.3933
O 0.0053 -0.8774 -2.0427
C -1.2925 -0.9085 -2.5833
O -2.0033 -1.8322 -2.7260
O -1.5496 0.4580 -2.8616
C -0.7999 1.2412 -1.9086
C -1.7886 1.3057 -0.6791
C -1.1751 1.5181 0.7386
O -0.5578 2.4920 1.1198
C -1.4147 0.3916 1.8064
C -1.2158 0.6900 3.2459
C -1.4058 -0.4008 4.2144
C -1.7741 -1.7652 3.8546
C -1.9966 -2.0607 2.4384
C -1.8063 -0.9805 1.4812
H 2.5554 -2.0544 1.3840
H 2.9926 -1.7974 -0.3412
H 3.6171 -0.6546 0.9971
H 1.3532 0.1750 1.4467
H 0.5617 -1.1293 0.3824
H 1.3510 1.6408 -0.2530
H 0.4752 1.5714 -3.8113
H 2.0277 1.8106 -2.9837
H 2.5034 0.4537 -4.9190
H 1.1483 -1.0780 -6.1089
H -0.0957 0.0054 -5.3707
H 0.2364 -1.6385 -4.6697
H -0.6372 2.3220 -2.1623
H -2.4646 2.1959 -0.8576
H -2.5041 0.4390 -0.5958
H -0.9239 1.7125 3.5741
H -1.2405 -0.1784 5.2915
H -1.8910 -2.6076 4.5738
H -2.2757 -3.0730 2.0533
H -1.9478 -1.2345 0.3963
O 10.2209 1.3233 -1.9395
N 9.0977 1.3935 -2.4070
O 8.8216 1.1806 -3.5743
C 8.0037 1.7647 -1.5029
C 8.2840 2.0511 -0.1736
C 7.2500 2.4249 0.6733
C 5.9495 2.5053 0.1900
C 5.6771 2.2069 -1.1394
C 6.7065 1.8350 -1.9928
H 9.2936 1.9914 0.2122
H 7.4579 2.6568 1.7109
H 5.1442 2.8028 0.8527
H 4.6621 2.2677 -1.5105
H 6.4845 1.6072 -3.0275
O -0.8222 -1.0633 -8.1005
N -1.6993 -0.4384 -7.5304
O -2.0252 -0.6095 -6.3686
C -2.4147 0.5877 -8.2957
C -2.0977 0.7879 -9.6325
C -2.7933 1.7436 -10.3596
C -3.7922 2.4918 -9.7485
C -4.0955 2.2913 -8.4072
C -3.4059 1.3353 -7.6745
H -1.3213 0.2101 -10.1174
H -2.5589 1.9039 -11.4050
H -4.3378 3.2340 -10.3206
H -4.8730 2.8786 -7.9338
H -3.6515 1.1841 -6.6309
O -5.6177 -0.8323 4.2955
N -5.4884 -1.9385 4.7866
O -4.8544 -2.1738 5.8012
C -6.1350 -3.0665 4.1079
C -6.8341 -2.8438 2.9293
C -7.4247 -3.9170 2.2767
C -7.3171 -5.1975 2.8056
C -6.6239 -5.4091 3.9912
C -6.0283 -4.3410 4.6477
H -6.9234 -1.8501 2.5094
H -7.9671 -3.7560 1.3530
H -7.7748 -6.0348 2.2907
H -6.5447 -6.4085 4.4017
H -5.4878 -4.5164 5.5691
O 4.7039 0.2463 6.7863
N 3.5770 0.3074 6.3271
O 3.2920 0.0841 5.1640
C 2.4884 0.6807 7.2372
C 2.7774 0.9792 8.5618
C 1.7479 1.3552 9.4137
C 0.4435 1.4257 8.9401
C 0.1625 1.1151 7.6150
C 1.1876 0.7410 6.7570
H 3.7902 0.9274 8.9402
H 1.9627 1.5966 10.4477
H -0.3578 1.7250 9.6063
H -0.8567 1.1687 7.2505
H 0.9583 0.5043 5.7253

Results of the Löwdin charge analysis, in e, for atoms 1 through 8: -0.092, -0.142, -0.211, -0.076, -0.278, -0.123, -0.675, -0.146


No. 4
This record from OMol25 describes C41H40Cl2O4P3PtSTe as an isolated structure in a non-equilibrium geometry. The level of theory is the ωB97M-V functional and the def2-TZVPD basis.

As for the total charge: +1. The total energy comes out at -125640.97151 eV. The energy above the lowest of the compared OMol25 structures with the same formula, charge and spin is 1.109 eV. The calculation puts the LUMO energy (spin up / spin down) at -3.78 / -3.78 eV.

Geometry (Å):
Pt -0.8144 -0.2743 -0.5499
O -1.2371 3.5182 0.4288
S -0.5049 2.2914 0.0144
C 0.4743 2.7796 -1.4131
C 0.5375 4.1423 -1.6617
C 1.1940 4.6078 -2.7889
C 1.7736 3.7062 -3.6706
C 1.6936 2.3446 -3.4246
C 1.0348 1.8546 -2.2973
P 0.9814 0.0445 -1.9782
C 2.7284 -0.2525 -1.5838
C 3.4306 0.6797 -0.8193
C 4.7514 0.4407 -0.4712
C 5.3759 -0.7358 -0.8641
C 4.6777 -1.6721 -1.6151
C 3.3590 -1.4335 -1.9749
C 0.6869 -0.7873 -3.5694
C -0.5175 -1.4626 -3.7658
C -0.7798 -2.1013 -4.9702
C 0.1705 -2.0956 -5.9798
C 1.3867 -1.4543 -5.7817
C 1.6478 -0.8070 -4.5853
C 0.8379 2.1355 1.2233
C 1.5511 3.2915 1.5201
C 2.5400 3.2643 2.4864
C 2.8131 2.0755 3.1521
C 2.0893 0.9305 2.8649
C 1.0741 0.9429 1.9043
P 0.0858 -0.5779 1.5922
C -1.0472 -0.7173 2.9904
C -2.0162 -1.7213 2.9203
C -2.8489 -1.9530 4.0044
C -2.7155 -1.1894 5.1587
C -1.7548 -0.1909 5.2256
C -0.9217 0.0527 4.1419
C 1.3012 -1.8916 1.9193
C 1.5314 -2.3692 3.2098
C 2.5513 -3.2832 3.4388
C 3.3376 -3.7306 2.3855
C 3.0854 -3.2860 1.0946
C 2.0667 -2.3743 0.8640
H 0.0418 4.8236 -0.9805
H 1.2327 5.6713 -2.9882
H 2.2848 4.0579 -4.5578
H 2.1370 1.6522 -4.1260
H 2.9504 1.5990 -0.5030
H 5.2954 1.1815 0.1019
H 6.4079 -0.9183 -0.5908
H 5.1591 -2.5912 -1.9273
H 2.8203 -2.1669 -2.5618
H -1.2459 -1.5053 -2.9706
H -1.7270 -2.6056 -5.1145
H -0.0263 -2.6035 -6.9159
H 2.1382 -1.4595 -6.5615
H 2.6140 -0.3397 -4.4404
H 1.3083 4.2125 1.0031
H 3.0929 4.1651 2.7192
H 3.5891 2.0404 3.9068
H 2.3083 0.0179 3.4017
H -2.1247 -2.3128 2.0202
H -3.5981 -2.7324 3.9480
H -3.3633 -1.3762 6.0057
H -1.6452 0.3998 6.1265
H -0.1821 0.8418 4.1993
H 0.9201 -2.0295 4.0372
H 2.7324 -3.6416 4.4445
H 4.1406 -4.4334 2.5713
H 3.6801 -3.6459 0.2641
H 1.8542 -2.0383 -0.1373
Cl 1.0325 -4.4058 -2.1042
C -0.2936 -4.8177 -1.0069
Cl -1.0944 -3.3778 -0.3512
H 0.1148 -5.3835 -0.1810
H -1.0272 -5.3853 -1.5612
C -3.2836 2.5880 3.0159
C -3.8364 2.2136 1.6660
O -3.0735 1.0842 1.1677
P -3.5183 0.2334 -0.0946
O -2.9518 -1.1485 0.0677
Te -2.6574 1.2019 -2.1313
O -5.0948 0.1949 -0.0588
C -5.9570 1.1866 -0.6761
C -6.5295 0.6671 -1.9737
H -3.9116 3.3593 3.4641
H -2.2689 2.9752 2.9150
H -3.2689 1.7160 3.6721
H -3.7311 3.0436 0.9664
H -4.8850 1.9284 1.7455
H -5.3985 2.1102 -0.8424
H -6.7445 1.3889 0.0449
H -5.7353 0.4484 -2.6873
H -7.1916 1.4214 -2.4021
H -7.1005 -0.2465 -1.8029

Results of the Löwdin charge analysis, in e, for atoms 1 through 8: 0.405, -0.465, 0.741, -0.409, -0.065, -0.041, -0.046, -0.056